<w>
{"formula": "C4H12OS", "method": "wB97M-V/def2-TZVPD", "multiplicity": 1, "total_charge": 0, "homo_lumo_gap_ha": 0.342, "e_homo_ev": -8.40, "symbols": ["C", "C", "O", "H", "H", "H", "H", "H", "H", "C", "S", "C", "H", "H", "H", "H", "H", "H"], "xyz": [[1.87412, 1.31470, 0.46655], [1.32665, 1.45333, 1.85887], [0.09221, 2.23214, 1.70605], [1.44460, 1.93315, -0.30252], [1.82761, 0.34889, -0.04163], [2.93228, 1.58789, 0.35467], [1.00655, 0.50819, 2.28389], [1.96324, 2.09887, 2.45539], [-0.17849, 2.58547, 2.56166], [-1.11276, -0.56028, -0.30198], [-0.46829, -2.09502, -0.92163], [-1.59040, -2.59039, -2.22540], [-1.97520, -0.66944, 0.35708], [-0.38189, -0.15451, 0.35933], [-1.35198, 0.23000, -1.00648], [-2.65084, -2.49288, -2.06379], [-1.33125, -3.63684, -2.35980], [-1.42615, -2.09328, -3.18025]], "nbo_charge": [-0.6643, -0.0805, -0.7459, 0.2365, 0.2180, 0.2154, 0.1779, 0.1781, 0.4645, -0.7661, 0.2048, -0.7552, 0.2112, 0.2319, 0.2198, 0.2168, 0.2280, 0.2092]}

=====

<x>
{"formula": "C4H12OS", "method": "wB97M-V/def2-TZVPD", "multiplicity": 1, "total_charge": 0, "homo_lumo_gap_ha": 0.340, "e_homo_ev": -8.39, "symbols": ["C", "C", "C", "S", "C", "H", "H", "H", "H", "H", "H", "H", "H", "H", "H", "O", "H", "H"], "xyz": [[-1.74237, 1.85440, -0.84525], [-0.21595, 1.75813, -0.64209], [0.19706, 1.96006, 0.82492], [-0.01880, 0.51011, 1.87067], [1.50718, -0.39886, 1.44507], [-1.88616, 2.32792, -1.81137], [-2.25331, 0.89103, -0.78507], [-2.15484, 2.49631, -0.06598], [0.12563, 2.63969, -1.14265], [0.23603, 0.86166, -1.05913], [-0.34271, 2.84494, 1.16638], [1.25422, 2.23308, 0.89382], [2.02093, -0.69245, 2.35107], [1.27707, -1.24063, 0.83902], [2.06668, 0.32973, 0.92388], [-0.13804, -6.06236, -0.94196], [-0.17983, -5.45347, -1.69424], [0.24721, -6.85925, -1.32708]], "nbo_charge": [-0.6083, -0.4063, -0.5299, 0.1676, -0.7205, 0.2069, 0.2126, 0.2001, 0.1949, 0.2027, 0.2226, 0.2067, 0.2238, 0.2153, 0.2117, -0.9333, 0.4667, 0.4667]}

=====

Ranking the structures above by stability puts <x> first and <w> last.